Record 1
{"formula": "C24H22HfN6O2", "method": "wB97M-V/def2-TZVPD", "gap_ev": [2.168, 2.165], "homo_energy_ha": [-0.7049, -0.7048], "total_charge": 4, "symbols": ["N", "C", "C", "H", "H", "H", "N", "C", "C", "H", "H", "H", "N", "C", "C", "H", "H", "H", "Hf", "C", "O", "C", "O", "C", "C", "C", "C", "C", "C", "H", "H", "H", "H", "H", "H", "N", "C", "C", "C", "C", "C", "C", "C", "N", "C", "C", "N", "C", "H", "H", "H", "H", "H", "H", "H"], "xyz": [[-0.9924, -2.9945, 1.4916], [-0.4369, -3.9586, 1.0875], [-0.0605, -5.3981, 0.7475], [0.2030, -5.9386, 1.7002], [0.7827, -5.5455, -0.0032], [-0.9910, -5.9006, 0.3564], [2.6530, 1.5612, -2.6349], [2.7419, 1.9202, -3.7258], [2.6882, 2.2650, -5.1728], [3.1686, 1.4412, -5.7615], [3.2576, 3.1943, -5.4025], [1.6103, 2.3551, -5.5034], [1.0097, 1.5374, 2.0966], [1.4244, 1.8960, 3.1419], [1.6959, 2.4920, 4.4428], [1.0874, 3.4235, 4.5457], [2.7756, 2.7487, 4.5046], [1.4360, 1.7644, 5.2480], [2.2597, -0.1251, -0.7015], [2.8634, 3.4682, 0.0916], [2.2261, 4.1530, -0.5578], [1.2504, -1.6376, -2.1664], [0.2292, -1.6338, -2.6939], [3.3115, -2.0464, -0.7255], [2.8426, -1.8236, 0.6067], [3.1730, -0.5878, 1.2466], [3.9237, 0.4282, 0.5366], [4.2996, 0.2350, -0.8660], [4.0141, -1.0420, -1.4737], [3.2448, -3.0583, -1.1429], [2.3570, -2.6684, 1.1687], [3.0006, -0.4626, 2.3309], [4.2552, 1.3440, 1.0381], [4.7172, 1.0456, -1.4658], [4.3640, -1.2368, -2.4923], [-8.6148, -0.2351, 2.5871], [-7.5985, -0.0583, 2.0540], [-6.2918, 0.1280, 1.4078], [-5.1711, -0.4358, 2.0312], [-3.8759, -0.2533, 1.5037], [-3.6565, 0.5027, 0.3365], [-4.8011, 0.9777, -0.3401], [-6.1000, 0.8259, 0.1996], [-2.3457, 0.6602, -0.2099], [-2.0166, 1.3497, -1.3932], [-0.7158, 1.0697, -1.7099], [-0.1961, 0.3036, -0.6739], [-1.1627, 0.0912, 0.2176], [-5.3290, -1.0002, 2.9609], [-3.0365, -0.7158, 2.0128], [-4.7274, 1.4350, -1.3254], [-6.9903, 1.2255, -0.3057], [-2.7227, 1.9704, -1.8851], [-0.0431, 1.3810, -2.5222], [-0.9900, -0.4367, 1.1622]], "forces_ev_per_a": [[2.25, -2.34, -1.62], [-1.78, 0.78, 1.06], [-0.05, -0.17, 0.07], [-0.16, 0.71, -0.89], [-1.15, 0.52, 1.00], [0.94, 0.63, 0.27], [-0.55, -1.03, 0.73], [-0.51, 0.10, -1.34], [0.07, -0.12, -0.22], [-0.38, 0.56, 0.59], [-0.50, -0.51, 0.34], [1.17, 0.02, 0.51], [1.75, 0.38, 2.36], [-1.95, -0.38, -2.60], [0.39, 0.08, 0.52], [0.46, -0.74, -0.07], [-0.68, -0.10, 0.13], [0.20, 0.61, -0.55], [-12.13, 5.47, -3.57], [-1.31, 1.26, -1.42], [1.24, -1.24, 1.35], [-4.62, 0.73, -1.94], [3.52, -0.90, 1.11], [2.99, -2.22, 1.24], [0.76, -2.32, -0.15], [1.89, 0.98, 1.23], [3.35, -1.00, 0.64], [2.67, 0.59, 2.23], [1.33, -1.30, -0.41], [-0.15, 0.48, 0.08], [0.39, 1.11, -0.67], [-0.21, 0.07, -0.89], [-0.36, -0.32, -0.15], [0.32, -0.36, 0.53], [-0.19, -0.05, 0.39], [0.31, 0.07, -0.16], [1.59, 0.36, -1.09], [-1.66, -0.24, 1.05], [2.44, -0.44, 0.44], [-1.18, -0.86, 1.76], [1.15, -0.19, -0.71], [-2.39, 0.54, -0.29], [1.13, 0.77, -1.54], [-0.78, 0.16, -0.01], [0.61, -0.32, -0.61], [-1.11, 0.63, 0.40], [0.46, -0.56, 1.64], [1.36, -0.40, -0.09], [0.32, 0.20, -0.49], [-0.16, 0.02, 0.08], [-0.01, 0.06, 0.33], [0.62, -0.13, -0.02], [-0.38, 0.24, -0.37], [-0.92, 0.01, 0.35], [-0.43, 0.13, -0.54]]}

---

Record 2
{"formula": "C9H12N3O2", "method": "wB97M-V/def2-TZVPD", "gap_ev": [7.656, 7.657], "homo_energy_ha": [-0.4817, -0.4817], "smiles": "CC\\C=C/C=N\\C=C/[n+]1cc(=O)o[nH]1", "total_charge": 1, "symbols": ["C", "C", "C", "C", "C", "C", "C", "C", "C", "N", "N", "N", "O", "O", "H", "H", "H", "H", "H", "H", "H", "H", "H", "H", "H", "H"], "xyz": [[1.1479, -1.3946, -0.4688], [1.7874, -0.8351, 0.6897], [-2.6843, 0.1759, 1.7993], [0.7136, 1.3065, 1.0234], [-3.0321, -1.1238, 2.3583], [0.6526, -0.7423, -1.5317], [-0.6350, 1.3278, 1.2850], [1.3370, 0.6538, -3.4420], [0.9141, 0.6521, -1.9684], [1.5443, 0.3107, 1.1739], [-0.7911, -0.8991, 2.1179], [-1.3730, 0.2761, 1.7298], [-4.0620, -1.6455, 2.6047], [-1.7813, -1.7337, 2.5759], [1.0519, -2.4722, -0.4223], [2.4924, -1.4563, 1.2329], [-3.3691, 0.9359, 1.4830], [1.1636, 2.2578, 0.7561], [0.0986, -1.3283, -2.2568], [-1.1912, 2.2381, 1.1385], [1.5518, 1.6682, -3.7645], [0.5519, 0.2500, -4.0754], [2.2338, 0.0535, -3.5753], [-0.0034, 1.2413, -1.8701], [1.6974, 1.1197, -1.3731], [-0.0158, -0.8365, 2.7800]], "forces_ev_per_a": [[-0.45, -0.30, -0.55], [0.14, 0.40, -0.10], [0.75, -0.09, 0.06], [-0.93, 0.21, -0.05], [0.07, 0.00, 0.11], [0.31, -0.26, 0.13], [0.98, 1.21, -0.34], [0.05, 0.07, 0.17], [-0.03, 0.16, -0.17], [0.90, -0.43, 0.70], [0.22, -0.56, -0.50], [-1.58, -0.85, 0.51], [0.24, 0.05, -0.07], [-0.12, -0.02, 0.23], [-0.09, -0.09, -0.04], [0.05, -0.05, 0.09], [0.01, 0.22, -0.13], [-0.11, 0.03, -0.18], [-0.01, -0.15, 0.00], [-0.06, -0.02, 0.09], [0.02, 0.06, -0.08], [-0.07, -0.04, -0.07], [0.07, -0.03, -0.07], [0.01, 0.07, 0.07], [-0.04, 0.04, 0.08], [-0.32, 0.34, 0.11]]}

---

Result set for E: -1452.9646, -664.4819 a.u., one per record in the order listed.